[1]
6 unconnected molecules or ions with the total composition C12H36O6. Source: the Open Molecules 2025 dataset; level of theory: the ωB97M-V functional and the def2-TZVPD basis.

Output
DFT total energy = -25311.338 eV
SMILES string = CCO.CCO.CCO.CCO.CCO.CCO
Relative energy (zero: lowest compared OMol25 entry of this formula, charge and spin) = 179.8 kJ/mol
HOMO level = -0.35885 Ha
Max |F| = 1.4 eV Å⁻¹
Kohn-Sham gap = 0.380 hartree

Geometry as XYZ:
```
54
C12H36O6 the ωB97M-V functional and the def2-TZVPD basis
C 1.94 -4.52 -2.68
C 1.60 -3.67 -1.48
O 2.13 -2.38 -1.72
H 3.03 -4.61 -2.68
H 1.69 -3.96 -3.58
H 1.52 -5.52 -2.64
H 2.08 -4.09 -0.57
H 0.54 -3.66 -1.20
H 1.96 -1.82 -0.96
C -2.95 -1.65 1.44
C -2.91 -2.86 0.52
O -3.76 -2.64 -0.59
H -2.33 -1.77 2.34
H -3.97 -1.47 1.79
H -2.68 -0.75 0.89
H -3.16 -3.77 1.06
H -1.88 -2.99 0.17
H -3.21 -2.76 -1.38
C -1.22 -0.93 -2.40
C -1.06 -2.24 -3.17
O -2.25 -2.99 -3.06
H -1.97 -0.30 -2.88
H -0.28 -0.38 -2.37
H -1.49 -1.13 -1.36
H -0.19 -2.77 -2.77
H -0.87 -2.00 -4.22
H -2.02 -3.93 -3.06
C 0.93 4.03 5.39
C 0.79 5.37 4.69
O -0.62 5.56 4.39
H 0.31 3.93 6.27
H 1.98 3.81 5.61
H 0.62 3.25 4.68
H 1.32 5.30 3.73
H 1.19 6.17 5.31
H -0.77 6.48 4.15
C 0.76 0.13 2.40
C 1.09 0.89 1.12
O 1.61 -0.04 0.16
H 0.72 0.80 3.25
H 1.57 -0.57 2.58
H -0.16 -0.44 2.26
H 1.87 1.62 1.35
H 0.21 1.42 0.74
H 1.95 0.50 -0.58
C -0.25 2.50 -2.32
C 1.19 3.00 -2.23
O 2.06 1.88 -1.94
H -0.62 2.02 -1.42
H -0.33 1.84 -3.17
H -0.90 3.37 -2.49
H 1.30 3.74 -1.45
H 1.48 3.43 -3.19
H 2.43 1.57 -2.76
```

***

[2]
A single C4H7NO molecule. Source: the Open Molecules 2025 dataset; level of theory: the ωB97M-V functional and the def2-TZVPD basis.

Output
DFT total energy = -7796.663 eV
Relative energy (zero: lowest compared OMol25 entry of this formula, charge and spin) = 287.7 kJ/mol
HOMO level = -0.30006 Ha
Max |F| = 0.8 eV Å⁻¹
Kohn-Sham gap = 0.333 hartree

Geometry as XYZ:
```
13
C4H7NO the ωB97M-V functional and the def2-TZVPD basis
C 1.21 -0.39 -0.04
C 0.09 -0.49 -1.06
O -1.10 -0.80 -0.38
C -1.52 0.31 0.40
C -0.49 0.99 1.26
N 0.73 0.56 1.00
H 2.13 0.00 -0.50
H 1.51 0.92 1.53
H 1.45 -1.36 0.40
H 0.26 -1.26 -1.81
H 0.01 0.48 -1.56
H -2.35 -0.05 1.02
H -1.95 1.08 -0.27
```

***

[3]
A molecular structure, C21H22ClNO2PTl. Source: the Open Molecules 2025 dataset; level of theory: the ωB97M-V functional and the def2-TZVPD basis.

Output
DFT total energy = -54207.531 eV
HOMO level = -0.56499 Ha
Max |F| = 3.1 eV Å⁻¹
Total charge = +2
Kohn-Sham gap = 0.212 hartree

Geometry as XYZ:
```
49
C21H22ClNO2PTl the ωB97M-V functional and the def2-TZVPD basis
Tl -0.20 -0.64 1.89
Cl 0.57 -3.00 2.54
C 0.56 2.90 2.19
O 0.40 4.04 2.27
P 0.20 0.24 -0.74
C -1.39 -0.15 -1.56
C 0.68 1.91 -1.30
C 1.46 -0.95 -1.31
C 1.90 2.16 -1.96
C 2.21 3.45 -2.39
C 1.32 4.50 -2.17
C 0.13 4.27 -1.47
C -0.17 2.99 -1.01
H 2.59 1.33 -2.14
H 3.14 3.63 -2.92
H 1.54 5.50 -2.55
H -0.57 5.09 -1.30
H -1.09 2.81 -0.44
C -2.31 -0.98 -0.87
C -3.55 -1.27 -1.44
C -3.87 -0.77 -2.70
C -2.97 0.06 -3.38
C -1.74 0.39 -2.80
H -2.06 -1.39 0.11
H -4.26 -1.89 -0.89
H -4.83 -1.02 -3.16
H -3.23 0.47 -4.36
H -1.06 1.07 -3.31
C 1.28 -1.73 -2.46
C 2.29 -2.60 -2.87
C 3.46 -2.74 -2.12
C 3.62 -2.02 -0.93
C 2.63 -1.12 -0.53
H 0.35 -1.65 -3.03
H 2.17 -3.17 -3.80
H 4.25 -3.40 -2.46
H 4.51 -2.15 -0.32
H 2.75 -0.56 0.40
H -2.91 -3.73 1.64
H -2.16 -3.79 1.60
C -1.46 -0.59 6.47
C -0.70 -0.53 5.18
N 0.63 -0.76 5.28
O -1.26 -0.30 4.08
H -0.79 -0.88 7.28
H -2.26 -1.33 6.37
H -1.90 0.38 6.68
H 1.15 -1.15 4.48
H 0.96 -0.93 6.22
```

***

[4]
A molecular structure, C24H28MoN4O5PS. Source: the Open Molecules 2025 dataset; level of theory: the ωB97M-V functional and the def2-TZVPD basis.

Output
DFT total energy = -63497.170 eV
2S+1 = 3
HOMO level (alpha / beta) = -0.62495 / -0.62487 Ha
Max |F| = 0.6 eV Å⁻¹
Total charge = +3
Kohn-Sham gap (alpha / beta) = 0.259 / 0.266 hartree

Geometry as XYZ:
```
64
C24H28MoN4O5PS the ωB97M-V functional and the def2-TZVPD basis
Mo -0.46 -0.15 -0.53
O -1.83 1.15 -1.28
S -1.71 0.68 -2.75
O -1.57 1.70 -3.71
O -0.50 -0.25 -2.55
C -3.06 -0.37 -3.02
C -3.82 -0.15 -4.15
C -4.89 -1.01 -4.40
C -5.16 -2.05 -3.53
C -4.38 -2.25 -2.39
C -3.32 -1.41 -2.11
P -2.33 -1.75 -0.63
C -3.35 -1.49 0.81
C -4.41 -0.58 0.76
C -5.14 -0.32 1.91
C -4.83 -0.96 3.10
C -3.78 -1.87 3.15
C -3.03 -2.14 2.01
C -1.65 -3.39 -0.68
C -2.37 -4.48 -0.18
C -1.83 -5.75 -0.27
C -0.58 -5.94 -0.84
C 0.14 -4.86 -1.34
C -0.40 -3.58 -1.26
H -3.59 0.66 -4.83
H -5.50 -0.87 -5.28
H -5.99 -2.72 -3.73
H -4.62 -3.08 -1.73
H -4.67 -0.08 -0.16
H -5.97 0.38 1.87
H -5.42 -0.78 3.98
H -3.55 -2.39 4.07
H -2.23 -2.87 2.05
H -3.34 -4.35 0.28
H -2.38 -6.60 0.10
H -0.16 -6.93 -0.91
H 1.11 -5.01 -1.79
H 0.17 -2.76 -1.70
N -0.87 0.59 1.59
C 0.41 0.79 2.33
C 0.31 0.70 3.85
C 1.59 1.19 4.56
C 1.64 2.66 4.97
N 0.95 2.88 6.24
C 0.86 4.07 6.85
N 0.27 4.17 8.03
N 1.34 5.15 6.25
C 1.38 -0.24 1.76
O 2.29 -0.77 2.29
O 1.10 -0.45 0.40
H -1.41 1.45 1.56
H -1.46 -0.09 2.09
H 0.80 1.77 2.02
H 0.15 -0.35 4.12
H -0.57 1.25 4.19
H 2.45 0.99 3.92
H 1.77 0.57 5.44
H 1.18 3.30 4.21
H 2.69 2.96 5.07
H 0.75 2.06 6.81
H -0.14 3.37 8.49
H 0.27 5.04 8.55
H 1.96 5.08 5.46
H 1.29 6.05 6.70
```

***

[5]
A molecular structure, C13H14MoNO3. Source: the Open Molecules 2025 dataset; level of theory: the ωB97M-V functional and the def2-TZVPD basis.

Output
DFT total energy = -23159.751 eV
Relative energy (zero: lowest compared OMol25 entry of this formula, charge and spin) = 26.3 kJ/mol
HOMO level (alpha / beta) = -0.76130 / -0.76183 Ha
Max |F| = 0.8 eV Å⁻¹
Total charge = +3
Kohn-Sham gap (alpha / beta) = 0.264 / 0.265 hartree

Geometry as XYZ:
```
32
C13H14MoNO3 the ωB97M-V functional and the def2-TZVPD basis
Mo -0.10 0.16 1.40
N -0.97 -1.74 1.18
C -1.47 -1.15 -0.05
C -2.84 -1.10 -0.33
C -3.25 -0.46 -1.49
C -2.33 0.16 -2.33
C -0.97 0.15 -2.03
C -0.51 -0.51 -0.88
C 0.98 -0.61 -0.62
C 1.83 -1.25 -1.51
C 3.20 -1.25 -1.26
C 3.77 -0.64 -0.12
C 2.96 -0.02 0.80
C 1.58 -0.01 0.54
H -1.70 -2.03 1.83
H -0.33 -2.53 1.06
H -3.56 -1.59 0.31
H -4.30 -0.44 -1.74
H -2.67 0.65 -3.23
H -0.27 0.63 -2.69
H 1.43 -1.72 -2.40
H 3.86 -1.74 -1.97
H 4.84 -0.67 0.03
H 3.36 0.43 1.70
C -0.33 3.05 0.95
O -1.24 1.89 1.24
H -0.28 3.68 1.82
H -0.73 3.55 0.07
H 0.64 2.59 0.74
H -1.98 2.15 1.81
O 0.46 0.20 3.03
O 0.89 0.16 4.17
```

***

[6]
A single C5H10O2 molecule. Source: the Open Molecules 2025 dataset; level of theory: the ωB97M-V functional and the def2-TZVPD basis.

Output
DFT total energy = -9440.937 eV
SMILES string = C[C@@H](O)[C@H]1CCO1
Relative energy (zero: lowest compared OMol25 entry of this formula, charge and spin) = 203.2 kJ/mol
HOMO level = -0.36633 Ha
Max |F| = 0.3 eV Å⁻¹
Kohn-Sham gap = 0.405 hartree

Geometry as XYZ:
```
17
C5H10O2 the ωB97M-V functional and the def2-TZVPD basis
C 2.03 0.90 0.64
C 1.10 0.11 -0.28
O 1.43 -1.26 -0.30
C -0.37 0.32 0.15
C -1.51 0.21 -0.88
C -2.00 -0.94 0.00
O -0.87 -0.81 0.89
H 3.07 0.65 0.42
H 1.89 1.98 0.50
H 1.81 0.65 1.68
H 1.24 0.47 -1.31
H 0.95 -1.66 0.44
H -0.46 1.23 0.76
H -2.17 1.07 -0.93
H -1.18 -0.09 -1.88
H -2.05 -1.93 -0.47
H -2.94 -0.75 0.53
```

***

[7]
A molecular structure, C6H6N4O2. Source: the Open Molecules 2025 dataset; level of theory: the ωB97M-V functional and the def2-TZVPD basis.

Output
DFT total energy = -16364.566 eV
Relative energy (zero: lowest compared OMol25 entry of this formula, charge and spin) = 1014.7 kJ/mol
HOMO level (alpha / beta) = -0.32196 / -0.32205 Ha
Max |F| = 4.9 eV Å⁻¹
Kohn-Sham gap (alpha / beta) = 0.274 / 0.274 hartree

Geometry as XYZ:
```
18
C6H6N4O2 the ωB97M-V functional and the def2-TZVPD basis
C -1.03 -0.22 -0.94
C -1.56 -1.13 0.18
C 0.23 -1.13 -0.96
C -0.86 -0.28 1.25
C -0.35 0.68 0.14
C 1.00 -0.11 -0.11
N -0.32 -1.97 0.14
N 0.27 -1.25 1.26
N -0.49 2.06 0.26
N 2.33 0.33 -0.12
O 3.14 -0.29 -0.79
O 2.56 1.33 0.54
H -1.57 0.14 -1.80
H -2.53 -1.61 0.24
H 0.67 -1.64 -1.82
H -1.26 0.07 2.19
H -0.37 2.56 -0.61
H 0.15 2.45 0.96
```

***

[8]
A single C17H17N3O3S molecule. Source: the Open Molecules 2025 dataset; level of theory: the ωB97M-V functional and the def2-TZVPD basis.

Output
DFT total energy = -39350.007 eV
SMILES string = C/C(=N\NC(=O)[C@H](C)Sc1ccccc1)c1ccc([N+](=O)[O-])cc1
Relative energy (zero: lowest compared OMol25 entry of this formula, charge and spin) = 455.2 kJ/mol
HOMO level = -0.32454 Ha
Max |F| = 1.4 eV Å⁻¹
Kohn-Sham gap = 0.299 hartree

Geometry as XYZ:
```
41
C17H17N3O3S the ωB97M-V functional and the def2-TZVPD basis
C 0.63 0.19 -2.13
C 1.11 0.09 -0.70
N 0.71 -0.78 0.14
N -0.21 -1.70 -0.15
C -0.75 -2.49 0.82
O -0.40 -2.50 1.97
C -1.84 -3.42 0.30
C -1.21 -4.66 -0.33
S -2.90 -2.61 -0.97
C -3.11 -0.97 -0.31
C -3.21 0.07 -1.23
C -3.35 1.37 -0.78
C -3.38 1.63 0.58
C -3.30 0.59 1.49
C -3.17 -0.71 1.05
C 2.09 1.05 -0.20
C 2.82 0.74 0.95
C 3.75 1.62 1.46
C 3.95 2.84 0.82
N 4.92 3.77 1.33
O 5.05 4.83 0.75
O 5.55 3.44 2.31
C 3.22 3.18 -0.31
C 2.29 2.29 -0.82
H 0.44 -0.80 -2.55
H -0.30 0.76 -2.17
H 1.37 0.68 -2.75
H -0.63 -1.75 -1.09
H -2.48 -3.72 1.14
H -0.60 -5.17 0.42
H -0.58 -4.39 -1.17
H -1.99 -5.34 -0.68
H -3.18 -0.15 -2.28
H -3.43 2.18 -1.49
H -3.48 2.65 0.94
H -3.33 0.79 2.55
H -3.11 -1.52 1.77
H 2.64 -0.21 1.43
H 4.33 1.39 2.34
H 3.38 4.14 -0.78
H 1.71 2.57 -1.68
```

***

[9]
A single C7H8 molecule. Source: the Open Molecules 2025 dataset; level of theory: the ωB97M-V functional and the def2-TZVPD basis.

Output
DFT total energy = -7387.992 eV
SMILES string = Cc1ccccc1
Relative energy (zero: lowest compared OMol25 entry of this formula, charge and spin) = 72.9 kJ/mol
HOMO level = -0.32492 Ha
Max |F| = 2.5 eV Å⁻¹
Kohn-Sham gap = 0.361 hartree

Geometry as XYZ:
```
15
C7H8 the ωB97M-V functional and the def2-TZVPD basis
C 1.94 1.02 0.55
C 0.65 0.37 0.05
C -0.26 0.04 1.08
C -1.51 -0.47 0.81
C -1.95 -0.67 -0.49
C -0.86 -0.84 -1.40
C 0.39 -0.30 -1.16
H 2.79 0.69 -0.05
H 2.11 0.82 1.60
H 1.88 2.10 0.40
H 0.06 0.38 2.05
H -2.18 -0.59 1.66
H -2.98 -0.80 -0.76
H -1.14 -1.33 -2.32
H 1.06 -0.40 -2.01
```

***

[10]
A molecular structure, C52H47N6NdO3P2S. Source: the Open Molecules 2025 dataset; level of theory: the ωB97M-V functional and the def2-TZVPD basis.

Output
DFT total energy = -114449.045 eV
2S+1 = 4
HOMO level (alpha / beta) = -0.45049 / -0.45068 Ha
Max |F| = 4.1 eV Å⁻¹
Total charge = +2
Kohn-Sham gap (alpha / beta) = 0.277 / 0.277 hartree

Geometry as XYZ:
```
112
C52H47N6NdO3P2S the ωB97M-V functional and the def2-TZVPD basis
Nd -0.49 -1.71 0.66
O 1.68 -1.25 0.47
S 1.58 -0.24 -0.68
C 2.68 1.14 -0.40
C 3.96 1.20 -0.91
C 4.69 2.40 -0.99
C 4.07 3.57 -0.62
C 4.51 5.00 -0.68
C 3.31 5.82 -0.15
C 2.28 4.79 0.23
C 1.02 4.90 0.76
C 0.30 3.73 1.04
C 0.78 2.46 0.77
P -0.01 0.99 1.52
C -1.58 1.55 2.28
C -1.69 2.41 3.37
C -2.94 2.74 3.88
C -4.09 2.20 3.31
C -3.99 1.32 2.24
C -2.75 0.99 1.74
C 1.08 0.82 2.98
C 1.70 1.91 3.58
C 2.43 1.74 4.75
C 2.55 0.49 5.33
C 1.97 -0.61 4.71
C 1.23 -0.44 3.55
C 2.04 2.32 0.11
C 2.77 3.51 -0.08
C 2.23 -1.11 -2.08
C 3.47 -1.73 -2.05
C 4.04 -2.29 -3.20
C 3.36 -2.19 -4.38
C 3.71 -2.61 -5.78
C 2.55 -2.08 -6.67
C 1.53 -1.56 -5.69
C 0.28 -1.03 -5.85
C -0.44 -0.66 -4.70
C 0.06 -0.71 -3.41
P -1.10 -0.40 -2.01
C -1.15 1.44 -2.04
C -0.13 2.17 -2.66
C -0.21 3.55 -2.73
C -1.30 4.22 -2.18
C -2.29 3.50 -1.54
C -2.21 2.12 -1.46
C -2.67 -0.92 -2.80
C -3.75 -0.09 -3.11
C -4.89 -0.62 -3.71
C -4.96 -1.98 -3.99
C -3.89 -2.81 -3.70
C -2.75 -2.28 -3.11
C 1.42 -1.12 -3.25
C 2.08 -1.61 -4.39
H 4.42 0.31 -1.29
H 5.69 2.39 -1.39
H 5.40 5.15 -0.06
H 4.79 5.28 -1.69
H 3.58 6.46 0.69
H 2.91 6.48 -0.93
H 0.59 5.87 1.00
H -0.67 3.83 1.51
H -0.80 2.82 3.83
H -3.02 3.41 4.72
H -5.06 2.47 3.71
H -4.89 0.90 1.80
H -2.67 0.30 0.90
H 1.64 2.89 3.13
H 2.90 2.60 5.21
H 3.11 0.36 6.24
H 2.09 -1.60 5.14
H 0.79 -1.31 3.08
H 4.01 -1.77 -1.11
H 5.01 -2.77 -3.13
H 4.68 -2.21 -6.09
H 3.78 -3.70 -5.84
H 2.89 -1.27 -7.31
H 2.14 -2.85 -7.32
H -0.18 -0.94 -6.82
H -1.46 -0.33 -4.84
H 0.70 1.67 -3.13
H 0.58 4.11 -3.22
H -1.37 5.30 -2.26
H -3.15 4.02 -1.12
H -3.00 1.58 -0.96
H -3.71 0.97 -2.92
H -5.71 0.03 -3.96
H -5.85 -2.39 -4.46
H -3.93 -3.86 -3.94
H -1.90 -2.92 -2.92
C -3.28 -1.96 5.15
N -2.52 -3.15 4.79
C -2.85 -4.39 5.50
C -1.64 -3.11 3.76
N -1.56 -2.13 2.92
N -0.78 -4.19 3.69
C 0.11 -4.56 2.70
N 0.67 -5.77 2.90
N 0.38 -3.78 1.71
H -3.60 -2.05 6.18
H -4.16 -1.83 4.51
H -2.65 -1.07 5.07
H -2.18 -4.57 6.35
H -2.84 -5.24 4.83
H -3.86 -4.31 5.89
H -2.30 -1.45 3.09
H -0.80 -4.80 4.49
H 0.37 -6.39 3.63
H 1.30 -6.14 2.21
H 1.05 -4.22 1.07
O -0.81 -3.28 -0.78
N -2.00 -3.43 -0.37
O -2.48 -2.41 0.19
```

***

[11]
2 unconnected molecules or ions with the total composition C3H4N2O. Source: the Open Molecules 2025 dataset; level of theory: the ωB97M-V functional and the def2-TZVPD basis.

Output
DFT total energy = -8198.245 eV
SMILES string = [H]/N=C1/NO1.C#C
Relative energy (zero: lowest compared OMol25 entry of this formula, charge and spin) = 544.2 kJ/mol
HOMO level = -0.39297 Ha
Max |F| = 0.6 eV Å⁻¹
Kohn-Sham gap = 0.424 hartree

Geometry as XYZ:
```
10
C3H4N2O the ωB97M-V functional and the def2-TZVPD basis
H 0.47 -0.26 -2.62
N 0.14 0.15 -1.75
C -0.57 -0.64 -1.10
N -1.35 -0.78 0.03
O -1.11 -1.85 -1.05
H -0.76 -1.07 0.82
C 0.90 1.28 0.85
C 0.70 0.95 1.99
H 1.03 1.51 -0.19
H 0.56 0.71 3.02
```

***

[12]
A gas-phase ion, C7H14NO (charge +1). Source: the Open Molecules 2025 dataset; level of theory: the ωB97M-V functional and the def2-TZVPD basis.

Output
DFT total energy = -11011.836 eV
Relative energy (zero: lowest compared OMol25 entry of this formula, charge and spin) = 577.4 kJ/mol
HOMO level (alpha / beta) = -0.46966 / -0.46964 Ha
Max |F| = 5.7 eV Å⁻¹
Total charge = +1
Kohn-Sham gap (alpha / beta) = 0.294 / 0.294 hartree

Geometry as XYZ:
```
23
C7H14NO the ωB97M-V functional and the def2-TZVPD basis
C 0.40 1.80 -0.60
C -1.66 0.94 -1.81
C 0.19 -1.07 2.22
C -1.95 -1.06 0.78
C 2.09 0.27 -1.63
C 0.34 -0.53 -0.21
C -0.56 -0.53 0.95
N 0.97 0.52 -0.70
O -0.92 1.86 -1.45
H 0.07 2.24 0.43
H 0.99 2.54 -1.02
H -1.28 -0.10 -1.68
H -0.36 -0.82 3.10
H 1.02 -0.41 2.19
H 0.54 -2.13 2.10
H -2.16 -1.88 0.11
H -2.53 -0.37 0.32
H -2.45 -1.27 1.73
H 2.14 -0.69 -1.94
H 3.01 0.60 -1.00
H 2.02 0.97 -2.45
H 0.75 -1.36 -0.67
H -0.65 0.50 1.23
```